{"formula": "C41H56BCl3InN7OS", "method": "wB97M-V/def2-TZVPD", "species": ["In", "C", "C", "C", "C", "C", "C", "C", "C", "C", "N", "N", "B", "N", "N", "C", "C", "C", "C", "C", "C", "C", "C", "C", "N", "N", "C", "C", "C", "C", "C", "C", "C", "C", "C", "H", "H", "H", "H", "H", "H", "H", "H", "H", "H", "H", "H", "H", "H", "H", "H", "H", "H", "H", "H", "H", "H", "H", "H", "H", "H", "H", "H", "H", "H", "H", "H", "H", "H", "H", "H", "H", "H", "H", "H", "H", "H", "H", "H", "H", "H", "Cl", "C", "Cl", "Cl", "C", "N", "O", "S", "C", "C", "C", "C", "C", "C", "C", "C", "C", "C", "C", "C", "H", "H", "H", "H", "H", "H", "H", "H", "H", "H"], "positions_angstrom": [[-0.78, -1.53, 0.17], [-4.94, -1.06, 2.98], [-3.48, -1.48, 3.32], [-2.93, -2.89, 2.87], [-2.60, -0.28, 3.05], [-2.76, 1.01, 3.62], [-1.76, 1.84, 3.10], [-1.55, 3.26, 3.49], [-2.84, 3.72, 4.24], [-1.15, 4.17, 2.26], [-0.98, 1.12, 2.26], [-1.51, -0.21, 2.17], [0.29, 1.49, 1.33], [-0.06, 1.50, -0.18], [-1.25, 0.65, -0.40], [-2.01, 1.30, -1.35], [-1.23, 2.38, -1.87], [-0.05, 2.43, -1.18], [1.13, 3.25, -1.58], [0.77, 4.74, -1.81], [2.41, 3.02, -0.74], [-3.46, 1.22, -1.43], [-3.82, 1.50, -2.94], [-4.13, 2.17, -0.42], [1.32, 0.38, 1.61], [1.10, -1.02, 1.33], [2.20, -1.67, 1.81], [3.09, -0.76, 2.44], [2.48, 0.50, 2.27], [2.93, 1.79, 2.93], [2.21, 1.85, 4.27], [4.45, 1.77, 3.11], [2.46, -3.15, 1.84], [1.46, -4.21, 1.21], [3.87, -3.46, 1.27], [-5.65, -1.90, 2.91], [-4.97, -0.50, 2.00], [-5.28, -0.39, 3.78], [-3.41, -1.46, 4.44], [-4.11, -3.77, 1.37], [-3.30, -3.68, 3.48], [-1.80, -2.80, 2.94], [-3.41, 1.34, 4.40], [-0.69, 3.23, 4.19], [-3.75, 3.45, 3.70], [-2.75, 4.79, 4.42], [-2.92, 3.14, 5.20], [-0.93, 3.57, 1.34], [-0.27, 4.80, 2.43], [-1.99, 4.78, 1.87], [0.91, 2.60, 1.50], [-1.50, 2.94, -2.75], [1.40, 2.91, -2.61], [0.41, 5.23, -0.90], [-0.06, 4.74, -2.52], [1.62, 5.28, -2.17], [2.28, 3.54, 0.23], [3.29, 3.42, -1.21], [2.61, 1.98, -0.51], [-3.77, 0.18, -1.22], [-3.72, 2.56, -3.15], [-4.85, 1.20, -3.16], [-3.18, 0.95, -3.59], [-4.03, 3.19, -0.80], [-3.56, 2.12, 0.50], [-5.14, 1.90, -0.12], [3.94, -1.01, 3.06], [2.68, 2.63, 2.29], [2.58, 0.97, 4.87], [1.16, 1.63, 4.27], [2.45, 2.74, 4.78], [4.74, 1.09, 3.92], [4.84, 2.73, 3.32], [4.91, 1.40, 2.23], [2.43, -3.44, 2.91], [0.97, -3.95, 0.31], [0.76, -4.59, 1.98], [2.09, -5.09, 0.98], [3.81, -3.77, 0.22], [4.35, -4.23, 1.87], [4.47, -2.53, 1.31], [-4.38, -4.82, -0.57], [-3.10, -3.49, -0.88], [-3.92, -2.32, -1.97], [-1.79, -4.19, -1.85], [-2.55, -2.83, 0.40], [-3.23, -3.24, 1.44], [0.28, -1.57, -1.82], [1.74, -1.85, -2.30], [2.17, -0.69, -3.62], [1.22, -0.21, -4.51], [1.61, 0.61, -5.52], [2.92, 1.09, -5.58], [3.89, 0.58, -4.73], [3.51, -0.32, -3.73], [1.47, -3.24, -3.43], [0.44, -3.31, -4.38], [0.47, -4.27, -5.35], [1.50, -5.17, -5.34], [2.42, -5.21, -4.31], [2.42, -4.20, -3.32], [0.18, -0.43, -4.44], [0.84, 1.05, -6.20], [3.13, 1.91, -6.22], [4.92, 0.86, -4.83], [4.20, -0.87, -3.11], [-0.33, -2.53, -4.43], [-0.26, -4.33, -6.15], [1.59, -5.97, -6.04], [3.12, -6.03, -4.26], [2.99, -4.34, -2.35]], "lumo_ha": -0.2516, "charge": 2, "homo_lumo_gap_ev": 6.36, "homo_ha": -0.485}

***

{"formula": "C41H56BKN8O2", "method": "wB97M-V/def2-TZVPD", "species": ["K", "C", "C", "C", "C", "C", "C", "C", "C", "C", "N", "N", "B", "N", "N", "C", "C", "C", "C", "C", "C", "C", "C", "C", "N", "N", "C", "C", "C", "C", "C", "C", "C", "C", "C", "H", "H", "H", "H", "H", "H", "H", "H", "H", "H", "H", "H", "H", "H", "H", "H", "H", "H", "H", "H", "H", "H", "H", "H", "H", "H", "H", "H", "H", "H", "H", "H", "H", "H", "H", "H", "H", "H", "H", "H", "H", "H", "H", "H", "H", "H", "O", "C", "C", "C", "C", "C", "C", "C", "N", "N", "C", "O", "C", "C", "C", "C", "C", "C", "H", "H", "H", "H", "H", "H", "H", "H", "H", "H"], "positions_angstrom": [[0.28, -1.59, -0.94], [1.71, -2.88, 3.23], [0.81, -2.38, 2.10], [-0.35, -3.36, 1.85], [0.29, -0.99, 2.38], [-0.04, -0.39, 3.61], [-0.54, 0.86, 3.30], [-1.13, 1.78, 4.36], [-1.44, 3.23, 4.04], [-2.40, 1.12, 4.93], [-0.45, 0.99, 1.94], [0.04, -0.15, 1.40], [-0.77, 2.12, 0.90], [0.49, 2.42, 0.03], [0.82, 1.65, -1.04], [1.93, 2.17, -1.54], [2.35, 3.29, -0.79], [1.40, 3.41, 0.21], [1.39, 4.36, 1.37], [2.09, 3.73, 2.58], [2.03, 5.70, 1.02], [2.58, 1.60, -2.78], [2.08, 0.20, -3.11], [2.39, 2.56, -3.96], [-1.98, 1.73, 0.02], [-1.90, 0.67, -0.82], [-3.04, 0.62, -1.49], [-3.89, 1.67, -1.08], [-3.17, 2.36, -0.13], [-3.61, 3.56, 0.67], [-4.68, 3.18, 1.70], [-4.11, 4.67, -0.26], [-3.25, -0.44, -2.54], [-2.48, -0.08, -3.81], [-4.73, -0.64, -2.85], [2.14, -3.85, 2.96], [1.13, -3.01, 4.16], [2.52, -2.18, 3.42], [1.41, -2.34, 1.19], [-1.02, -3.40, 2.72], [0.04, -4.36, 1.65], [-0.93, -3.06, 0.98], [0.05, -0.81, 4.61], [-0.39, 1.79, 5.16], [-2.27, 3.32, 3.34], [-0.59, 3.76, 3.62], [-1.74, 3.74, 4.96], [-3.16, 1.05, 4.14], [-2.81, 1.72, 5.75], [-2.20, 0.11, 5.29], [-1.04, 3.12, 1.49], [3.22, 3.91, -0.95], [0.35, 4.55, 1.64], [3.14, 3.55, 2.34], [1.64, 2.77, 2.83], [2.03, 4.38, 3.46], [3.09, 5.58, 0.79], [1.95, 6.40, 1.86], [1.55, 6.15, 0.14], [3.66, 1.54, -2.57], [0.99, 0.22, -3.25], [2.30, -0.49, -2.28], [2.55, -0.18, -4.02], [1.32, 2.68, -4.17], [2.87, 2.16, -4.86], [2.81, 3.54, -3.75], [-4.89, 1.89, -1.43], [-2.75, 3.94, 1.21], [-5.58, 2.83, 1.19], [-4.94, 4.03, 2.33], [-4.33, 2.37, 2.34], [-4.98, 4.34, -0.83], [-3.34, 4.96, -0.97], [-4.40, 5.55, 0.32], [-2.84, -1.37, -2.15], [-2.85, 0.86, -4.24], [-2.58, -0.87, -4.56], [-1.42, 0.05, -3.58], [-5.17, 0.27, -3.28], [-5.30, -0.89, -1.94], [-4.86, -1.45, -3.57], [-1.40, -3.07, -1.67], [-1.68, -4.30, -1.59], [-3.04, -4.76, -1.58], [-3.39, -6.09, -1.48], [-2.40, -7.08, -1.38], [-1.08, -6.68, -1.40], [-0.68, -5.35, -1.50], [0.77, -5.08, -1.49], [1.31, -3.94, -1.59], [2.71, -3.94, -1.58], [3.21, -2.82, -1.10], [2.61, -1.83, -0.59], [4.72, -2.75, -1.19], [5.35, -1.54, -0.90], [6.73, -1.42, -0.98], [7.51, -2.52, -1.33], [6.90, -3.73, -1.61], [5.51, -3.85, -1.54], [-3.80, -3.99, -1.65], [-4.44, -6.37, -1.46], [-2.67, -8.13, -1.29], [-0.29, -7.43, -1.32], [1.42, -5.96, -1.38], [4.72, -0.71, -0.61], [7.21, -0.47, -0.75], [8.59, -2.43, -1.39], [7.50, -4.59, -1.88], [5.01, -4.78, -1.77]], "lumo_ha": 0.1506, "charge": -2, "homo_lumo_gap_ev": 5.56, "homo_ha": -0.054}

***

{"formula": "C41H56BiN7O7PSSeSi", "method": "wB97M-V/def2-TZVPD", "species": ["Bi", "N", "C", "C", "C", "C", "C", "C", "N", "C", "C", "C", "S", "C", "N", "H", "H", "H", "H", "H", "H", "H", "N", "C", "C", "C", "N", "H", "H", "H", "H", "O", "C", "O", "C", "C", "C", "C", "C", "C", "N", "O", "O", "N", "O", "O", "H", "H", "H", "O", "P", "C", "C", "C", "C", "C", "C", "C", "C", "C", "C", "C", "C", "C", "C", "C", "C", "C", "C", "H", "H", "H", "H", "H", "H", "H", "H", "H", "H", "H", "H", "H", "H", "H", "H", "H", "H", "H", "H", "H", "H", "H", "H", "H", "H", "H", "H", "H", "H", "H", "H", "H", "C", "Si", "C", "C", "Se", "H", "H", "H", "H", "H", "H", "H", "H", "H"], "positions_angstrom": [[0.10, -0.15, 0.56], [4.10, -1.10, -0.93], [3.60, -2.29, -1.40], [4.07, -3.21, -2.32], [3.27, -4.30, -2.58], [2.03, -4.47, -1.95], [1.55, -3.55, -1.04], [2.34, -2.44, -0.77], [2.13, -1.35, 0.04], [3.19, -0.57, -0.09], [3.30, 0.70, 0.59], [4.42, 1.42, 0.92], [3.99, 2.82, 1.80], [2.34, 2.38, 1.66], [2.14, 1.28, 1.01], [4.96, -0.66, -1.21], [5.01, -3.07, -2.83], [3.59, -5.04, -3.30], [1.43, -5.33, -2.20], [0.57, -3.66, -0.59], [5.45, 1.18, 0.74], [1.55, 2.94, 2.11], [-2.81, -1.97, 1.26], [-4.00, -1.84, 1.85], [-4.12, -0.54, 2.28], [-2.92, 0.07, 1.90], [-2.15, -0.81, 1.27], [-2.42, -2.74, 0.70], [-4.68, -2.67, 1.94], [-4.94, -0.08, 2.79], [-2.58, 1.07, 2.06], [-1.56, -3.02, -0.79], [-1.43, -2.05, -1.54], [-0.44, -1.28, -1.58], [-2.61, -1.66, -2.42], [-3.81, -2.36, -2.31], [-4.90, -1.95, -3.06], [-4.84, -0.87, -3.92], [-3.64, -0.18, -4.00], [-2.53, -0.56, -3.25], [-3.55, 1.00, -4.84], [-2.53, 1.66, -4.76], [-4.50, 1.27, -5.54], [-6.16, -2.67, -2.92], [-6.99, -2.51, -3.77], [-6.27, -3.37, -1.94], [-3.87, -3.22, -1.66], [-5.69, -0.57, -4.51], [-1.60, 0.00, -3.32], [-0.78, 2.14, 0.53], [-1.32, 3.46, 0.05], [0.17, 4.48, -0.42], [-0.04, 5.95, -0.81], [1.01, 6.40, -1.82], [2.37, 5.81, -1.47], [2.34, 4.29, -1.69], [0.92, 3.73, -1.52], [-2.24, 4.14, 1.53], [-2.74, 5.58, 1.46], [-2.97, 6.12, 2.87], [-1.63, 6.26, 3.61], [-0.63, 5.19, 3.16], [-1.38, 3.92, 2.79], [-2.31, 3.04, -1.47], [-2.60, 4.10, -2.53], [-3.77, 4.99, -2.15], [-5.02, 4.15, -1.92], [-4.76, 3.15, -0.79], [-3.57, 2.26, -1.11], [0.78, 4.43, 0.48], [0.05, 6.56, 0.09], [-1.04, 6.12, -1.22], [1.06, 7.49, -1.83], [0.73, 6.08, -2.82], [2.59, 6.04, -0.42], [3.15, 6.25, -2.07], [3.01, 3.80, -0.98], [2.69, 4.05, -2.69], [0.97, 2.66, -1.28], [0.38, 3.82, -2.47], [-3.09, 3.45, 1.59], [-3.68, 5.63, 0.90], [-2.02, 6.22, 0.96], [-3.62, 5.44, 3.41], [-3.47, 7.08, 2.82], [-1.80, 6.18, 4.68], [-1.21, 7.25, 3.42], [0.08, 4.98, 3.96], [-0.07, 5.54, 2.30], [-2.03, 3.63, 3.62], [-0.70, 3.08, 2.63], [-1.59, 2.32, -1.91], [-2.85, 3.57, -3.45], [-1.71, 4.70, -2.74], [-3.95, 5.71, -2.95], [-3.53, 5.55, -1.24], [-5.27, 3.61, -2.84], [-5.86, 4.78, -1.66], [-5.64, 2.53, -0.63], [-4.58, 3.70, 0.14], [-3.83, 1.63, -1.97], [-3.36, 1.58, -0.27], [2.95, -2.60, 3.83], [1.23, -2.11, 4.51], [1.24, -1.14, 6.16], [-0.07, -3.50, 4.39], [0.43, -0.27, 3.01], [3.48, -3.22, 4.54], [3.55, -1.72, 3.63], [2.86, -3.16, 2.90], [1.43, -1.78, 7.02], [0.28, -0.65, 6.29], [1.99, -0.36, 6.13], [0.06, -4.23, 5.19], [-0.01, -4.03, 3.44], [-1.08, -3.10, 4.48]], "lumo_ha": -0.1005, "charge": 1, "homo_lumo_gap_ev": 7.72, "homo_ha": -0.384, "de_lowest_kj_mol": 183.79}

***

{"formula": "C41H57BCaIN13O4S4", "method": "wB97M-V/def2-TZVPD", "species": ["Ca", "C", "C", "C", "C", "N", "N", "B", "N", "N", "C", "C", "C", "C", "C", "S", "C", "C", "C", "C", "N", "N", "C", "C", "C", "C", "C", "S", "C", "C", "C", "C", "C", "S", "C", "C", "C", "C", "H", "H", "H", "H", "H", "H", "H", "H", "H", "H", "H", "H", "H", "H", "H", "H", "H", "H", "H", "H", "H", "H", "H", "H", "H", "H", "H", "H", "H", "H", "H", "H", "H", "H", "H", "H", "H", "H", "H", "N", "N", "C", "N", "N", "N", "O", "O", "H", "H", "H", "H", "H", "C", "C", "C", "C", "C", "C", "C", "S", "O", "O", "N", "C", "C", "C", "C", "C", "N", "H", "H", "H", "H", "H", "H", "H", "H", "H", "H", "H", "I", "C", "H", "H"], "positions_angstrom": [[-1.21, -1.57, -0.98], [-1.02, 4.42, -3.00], [0.15, 3.90, -2.24], [1.29, 4.60, -2.08], [2.40, 4.07, -1.35], [2.33, 2.89, -0.82], [1.19, 2.18, -0.99], [1.25, 0.96, -0.08], [2.42, 0.10, -0.22], [3.11, 0.09, 0.97], [4.17, -0.67, 1.07], [4.64, -1.46, 0.01], [3.86, -1.57, -1.15], [4.24, -2.57, -2.19], [2.73, -0.79, -1.25], [1.52, -1.15, -2.45], [4.84, -0.60, 2.44], [5.40, 0.81, 2.64], [5.98, -1.62, 2.56], [3.79, -0.90, 3.52], [0.47, 1.02, 1.10], [0.01, 2.32, 1.37], [-0.43, 2.55, 2.58], [-0.49, 1.56, 3.58], [-0.21, 0.23, 3.24], [-0.44, -0.88, 4.22], [0.21, -0.07, 1.95], [0.39, -1.68, 1.35], [-0.91, 3.97, 2.84], [-0.12, 4.55, 4.03], [-2.40, 3.95, 3.18], [-0.69, 4.86, 1.62], [0.09, 2.58, -1.65], [-1.25, 1.56, -1.81], [3.69, 4.85, -1.19], [4.67, 4.09, -0.31], [4.30, 5.06, -2.58], [3.37, 6.21, -0.54], [-0.80, 5.41, -3.41], [-1.90, 4.48, -2.36], [-1.29, 3.75, -3.82], [1.38, 5.59, -2.52], [5.53, -2.06, 0.11], [5.25, -2.94, -2.00], [4.21, -2.15, -3.20], [3.57, -3.43, -2.18], [6.12, 1.06, 1.86], [5.90, 0.88, 3.61], [4.59, 1.54, 2.60], [6.80, -1.42, 1.87], [5.63, -2.64, 2.39], [6.39, -1.57, 3.57], [2.94, -0.23, 3.44], [4.24, -0.80, 4.50], [3.41, -1.92, 3.42], [-0.82, 1.80, 4.58], [-0.75, -0.47, 5.19], [0.46, -1.47, 4.36], [-1.20, -1.57, 3.86], [-0.36, 4.03, 4.96], [-0.38, 5.60, 4.16], [0.95, 4.47, 3.86], [-2.62, 3.26, 4.00], [-2.99, 3.65, 2.31], [-2.74, 4.95, 3.48], [0.36, 4.96, 1.36], [-1.09, 5.86, 1.84], [-1.20, 4.47, 0.74], [4.94, 3.13, -0.74], [4.27, 3.90, 0.68], [5.58, 4.69, -0.21], [4.52, 4.10, -3.05], [5.23, 5.62, -2.49], [3.64, 5.62, -3.24], [2.91, 6.08, 0.43], [2.71, 6.82, -1.16], [4.30, 6.77, -0.40], [-2.86, 0.26, 1.20], [-4.20, 0.26, 0.80], [-4.49, -0.37, -0.35], [-5.76, -0.69, -0.61], [-3.42, -0.55, -1.14], [-3.60, -1.25, -2.29], [-4.63, -1.73, -2.69], [-2.52, -1.36, -2.90], [-2.77, -0.17, 2.11], [-2.48, 1.20, 1.19], [-4.92, 0.34, 1.49], [-6.43, -0.67, 0.14], [-5.94, -1.24, -1.44], [-5.16, -6.86, -5.57], [-4.31, -6.27, -4.47], [-4.22, -6.89, -3.23], [-3.42, -6.36, -2.22], [-2.72, -5.19, -2.46], [-2.79, -4.56, -3.70], [-3.58, -5.11, -4.69], [-1.73, -4.49, -1.18], [-1.25, -5.60, -0.40], [-0.73, -3.64, -1.88], [-2.55, -3.41, -0.39], [-3.27, -3.72, 0.78], [-3.56, -5.00, 1.25], [-4.29, -5.12, 2.42], [-4.72, -3.99, 3.10], [-4.38, -2.77, 2.55], [-3.69, -2.62, 1.42], [-5.78, -7.67, -5.20], [-4.53, -7.25, -6.37], [-5.81, -6.10, -6.00], [-4.76, -7.81, -3.05], [-3.33, -6.88, -1.28], [-2.22, -3.66, -3.87], [-3.63, -4.62, -5.66], [-3.20, -5.88, 0.74], [-4.51, -6.11, 2.80], [-5.28, -4.05, 4.02], [-4.69, -1.85, 3.05], [3.33, 0.33, -4.81], [1.57, 0.21, -3.62], [0.73, 0.08, -4.30], [1.49, 1.17, -3.13]], "lumo_ha": [-0.0045, -0.0040], "homo_lumo_gap_ev": [5.46, 5.84], "homo_ha": [-0.205, -0.219], "de_lowest_kj_mol": 116.09}

***

Number 1: DFT total energy -110142.07258 eV. Number 2: DFT total energy -76449.13892 eV. Number 3: DFT total energy -167371.68362 eV. Number 4: DFT total energy -141561.70923 eV.